Entry from the OMol25 dataset: C38H51Cl3N2O3PdS3Si2Te as an isolated structure (wB97M-V/def2-TZVPD).

Properties
**2S+1**: 3
**Total charge**: +2
**HOMO-LUMO gap (spin up / spin down)**: 5.73 / 3.10 eV
**Energy relative to the best compared isomer or geometry (same formula, charge and spin)**: 184.0 kJ/mol

Geometry (Å):
Pd  -0.272  0.037  0.352
C  1.113  1.219  6.484
Si  1.101  -0.560  5.965
C  2.829  -1.119  5.573
C  0.328  -1.575  7.304
C  0.106  -0.821  4.381
Te  0.614  0.566  2.822
C  -0.889  1.988  3.346
Si  -0.796  3.525  2.243
C  0.939  4.171  2.211
C  -1.288  2.870  0.568
C  -1.965  4.829  2.834
H  1.777  1.323  7.351
H  0.118  1.556  6.796
H  1.485  1.890  5.705
H  3.511  -0.912  6.404
H  3.211  -0.591  4.694
H  2.862  -2.198  5.375
H  0.912  -1.489  8.229
H  0.268  -2.638  7.045
H  -0.684  -1.214  7.516
H  -0.970  -0.722  4.536
H  0.314  -1.830  4.009
H  -0.747  2.201  4.412
H  -1.846  1.483  3.203
H  1.654  3.436  1.836
H  1.256  4.468  3.217
H  1.004  5.058  1.570
H  -0.549  2.104  0.247
H  -1.340  3.635  -0.216
H  -2.262  2.378  0.630
H  -1.733  5.135  3.861
H  -3.005  4.485  2.806
H  -1.884  5.719  2.197
Cl  5.510  -6.112  -5.532
C  5.430  -5.162  -4.102
C  4.516  -4.118  -4.011
C  4.450  -3.373  -2.846
C  5.274  -3.624  -1.749
C  5.234  -2.751  -0.507
C  5.161  -1.228  -0.781
N  3.823  -0.636  -0.919
C  3.244  -0.140  -2.079
C  2.028  0.340  -1.712
N  1.855  0.182  -0.348
C  2.929  -0.428  0.082
O  4.228  -3.078  0.481
C  3.146  -3.932  0.172
C  3.575  -5.372  0.281
C  3.220  -6.451  -0.607
Cl  2.214  -6.339  -1.895
S  3.920  -7.971  -0.187
C  4.660  -7.218  1.156
C  4.386  -5.846  1.281
C  6.189  -4.683  -1.886
Cl  7.310  -5.071  -0.628
C  6.269  -5.450  -3.046
H  3.869  -3.893  -4.851
H  3.719  -2.578  -2.790
H  6.175  -2.888  0.010
H  5.714  -0.994  -1.686
H  5.661  -0.729  0.043
H  3.763  -0.132  -3.028
H  1.265  0.796  -2.319
H  3.134  -0.685  1.108
H  2.656  -3.704  -0.770
H  2.405  -3.752  0.950
H  5.281  -7.817  1.819
H  4.783  -5.221  2.072
H  6.996  -6.250  -3.123
O  -0.071  -2.309  -0.589
S  -1.305  -1.910  -1.376
C  -2.233  -3.427  -1.659
C  -2.230  -4.449  -0.716
C  -2.986  -5.588  -0.953
C  -3.734  -5.702  -2.124
C  -3.723  -4.681  -3.063
C  -2.966  -3.534  -2.833
C  -2.415  -1.200  -0.121
C  -2.153  -1.462  1.224
C  -3.047  -0.984  2.188
C  -4.150  -0.248  1.810
C  -4.395  0.015  0.457
C  -3.534  -0.458  -0.508
H  -1.642  -4.343  0.191
H  -3.004  -6.388  -0.222
H  -4.327  -6.592  -2.303
H  -4.297  -4.777  -3.976
H  -2.946  -2.731  -3.563
H  -1.351  -2.126  1.495
H  -2.878  -1.218  3.232
H  -4.842  0.113  2.561
H  -5.269  0.586  0.165
H  -3.722  -0.268  -1.558
C  -0.500  3.292  -3.401
S  -1.498  1.807  -3.388
C  -3.075  2.614  -3.236
O  -1.250  1.103  -2.078
H  -0.399  3.632  -4.435
H  0.477  3.021  -3.002
H  -0.958  4.067  -2.784
H  -3.145  3.408  -3.985
H  -3.136  3.017  -2.221
H  -3.859  1.876  -3.412


Entry from the OMol25 dataset: C38H51CuN3P2 as an isolated structure in a non-equilibrium geometry (wB97M-V/def2-TZVPD).

Properties
**2S+1**: 2
**HOMO-LUMO gap (spin up / spin down)**: 7.25 / 6.28 eV

Geometry (Å):
Cu  -0.086  0.186  -0.245
C  3.901  -1.012  0.044
C  3.834  0.429  -0.529
C  4.215  0.447  -2.025
P  2.192  1.308  -0.211
C  2.615  3.063  -0.745
C  2.145  3.286  -2.143
C  1.929  4.113  0.121
C  2.284  1.344  1.626
C  3.465  1.621  2.362
C  3.576  1.376  3.737
C  4.877  1.642  4.494
C  2.474  0.855  4.408
C  1.322  0.549  3.685
C  1.108  0.867  2.303
N  -0.073  0.613  1.633
C  -1.236  0.520  2.374
C  -1.563  1.463  3.370
C  -2.825  1.367  3.966
C  -3.683  0.295  3.692
C  -5.044  0.327  4.244
C  -3.239  -0.794  2.881
C  -2.058  -0.606  2.131
P  -1.524  -1.554  0.742
C  -0.768  -3.148  1.297
C  0.660  -3.236  0.882
C  -0.932  -3.340  2.788
C  -2.894  -2.344  -0.315
C  -3.715  -3.457  0.361
C  -3.585  -1.254  -1.120
H  4.350  -1.671  -0.674
H  2.891  -1.392  0.236
H  4.414  -1.006  0.983
H  4.618  1.028  -0.064
H  3.555  -0.158  -2.634
H  5.233  0.014  -2.041
H  4.241  1.479  -2.494
H  3.714  3.156  -0.630
H  1.033  3.398  -2.136
H  2.380  2.456  -2.834
H  2.576  4.208  -2.588
H  0.828  3.995  0.068
H  2.177  5.039  -0.414
H  2.251  4.211  1.165
H  4.367  2.015  1.867
H  5.022  0.805  5.139
H  5.003  2.582  4.996
H  5.613  1.682  3.604
H  2.429  0.682  5.444
H  0.447  0.096  4.135
H  -0.861  2.277  3.562
H  -3.169  2.115  4.636
H  -5.782  0.014  3.490
H  -5.311  1.330  4.573
H  -5.175  -0.310  5.138
H  -3.827  -1.706  2.824
H  -1.235  -3.940  0.768
H  1.322  -2.416  1.144
H  0.742  -3.252  -0.256
H  1.162  -4.144  1.216
H  -0.561  -2.463  3.294
H  -0.451  -4.218  3.086
H  -2.015  -3.456  3.062
H  -2.323  -2.848  -1.105
H  -3.251  -4.441  0.245
H  -4.712  -3.507  -0.151
H  -3.783  -3.293  1.404
H  -4.512  -0.927  -0.626
H  -3.852  -1.515  -2.176
H  -2.990  -0.334  -1.212
C  0.514  -1.049  -3.034
N  -0.142  -0.048  -2.212
C  -0.662  0.967  -2.854
C  -1.277  2.073  -2.185
C  -1.401  3.426  -2.513
C  -1.898  4.024  -1.370
C  -2.131  3.008  -0.438
N  -1.688  1.829  -0.913
C  -0.293  -1.651  -4.173
C  -1.612  -1.307  -4.508
C  -2.153  -1.787  -5.701
C  -1.487  -2.700  -6.489
C  -0.263  -3.157  -6.063
C  0.391  -2.593  -4.938
H  0.826  -1.866  -2.408
H  1.356  -0.610  -3.550
H  -0.574  1.037  -3.959
H  -1.161  3.904  -3.489
H  -2.003  5.100  -1.280
H  -2.461  3.114  0.557
H  -2.191  -0.688  -3.832
H  -3.174  -1.479  -5.978
H  -1.998  -3.130  -7.391
H  0.267  -3.908  -6.583
H  1.281  -3.018  -4.542